Model 1:
Here is 2 unconnected molecules or ions with the total composition C2H10NO from OMol25. Energies are from the ωB97M-V functional and the def2-TZVPD basis.

As for the total charge: +1. Its gap between HOMO and LUMO is 0.3911 Ha.

Each atom is followed by the atoms it is bonded to, with distances in Å.
Positions of all 14 atoms, in Å:
1 N 2.154 -1.530 0.610  H2 1.019, H3 1.027, H4 1.028, H5 1.017
2 H 2.887 -0.927 0.239  N1 1.019
3 H 1.704 -1.044 1.394  N1 1.027
4 H 1.418 -1.698 -0.087  N1 1.028
5 H 2.531 -2.459 0.785  N1 1.017
6 C -0.746 0.560 -0.786  O7 1.446, C8 1.513, H9 1.093, H10 1.093
7 O -0.450 -0.471 0.184  C6 1.446, H11 0.962
8 C -1.382 1.794 -0.187  C6 1.513, H12 1.095, H13 1.091, H14 1.088
9 H 0.259 0.856 -1.097  C6 1.093
10 H -1.285 0.118 -1.628  C6 1.093
11 H -1.234 -1.010 0.327  O7 0.962
12 H -0.846 1.917 0.760  C8 1.095
13 H -1.245 2.701 -0.779  C8 1.091
14 H -2.452 1.784 0.012  C8 1.088

Mulliken atomic charge list, values in e, 4 entries:
1 N -0.47
2 H 0.36
3 H 0.36
4 H 0.34

=====

Model 2:
Here is 2 unconnected molecules or ions with the total composition C2H10NO from OMol25. Energies are from the ωB97M-V functional and the def2-TZVPD basis.

As for the total charge: +1. Its gap between HOMO and LUMO is 0.4029 Ha.

Each atom is followed by the atoms it is bonded to, with distances in Å.
Positions of all 14 atoms, in Å:
1 C 0.182 2.377 0.729  O2 1.453, H4 1.064, H5 1.084, H6 1.090
2 O 1.030 1.244 0.403  C1 1.453, H3 0.968
3 H 1.880 1.498 0.018  O2 0.968
4 H 0.566 2.818 1.619  C1 1.064
5 H 0.072 2.994 -0.155  C1 1.084
6 H -0.809 1.952 0.889  C1 1.090
7 C -1.267 -2.090 -0.782  N8 1.482, H12 1.078, H13 1.083, H14 1.084
8 N 0.028 -1.549 -0.305  C7 1.482, H9 1.019, H10 1.020, H11 1.024
9 H 0.502 -2.194 0.325  N8 1.019
10 H 0.645 -1.338 -1.090  N8 1.020
11 H -0.100 -0.663 0.194  N8 1.024
12 H -1.899 -2.393 0.037  C7 1.078
13 H -1.117 -2.853 -1.536  C7 1.083
14 H -1.871 -1.326 -1.258  C7 1.084

Mulliken atomic charge list, values in e, 4 entries:
1 C -0.49
2 O -0.55
3 H 0.30
4 H 0.26

=====

Stability ranking, top and bottom: model 1 is the most stable and model 2 is the least stable.

=====

Model 1:
Here is 2 unconnected molecules or ions with the total composition C2H10NO from OMol25. Energies are from the ωB97M-V functional and the def2-TZVPD basis.

As for the total charge: +1. Its gap between HOMO and LUMO is 0.4068 Ha.

Each atom is followed by the atoms it is bonded to, with distances in Å.
Positions of all 14 atoms, in Å:
1 N -1.037 -0.929 1.986  H2 1.024, H3 1.045, H4 1.015, H5 1.022
2 H -0.435 -0.590 2.741  N1 1.024
3 H -0.930 -0.198 1.246  N1 1.045
4 H -1.978 -1.185 2.269  N1 1.015
5 H -0.687 -1.801 1.585  N1 1.022
6 C 0.780 0.481 -0.356  O7 1.457, C8 1.542, H9 1.097, H10 1.082
7 O -0.655 0.708 -0.246  C6 1.457, H11 0.945
8 C 1.162 -0.063 -1.747  C6 1.542, H12 1.087, H13 1.091, H14 1.093
9 H 1.076 -0.252 0.405  C6 1.097
10 H 1.250 1.443 -0.202  C6 1.082
11 H -0.948 1.045 -1.079  O7 0.945
12 H 2.061 -0.653 -1.583  C8 1.087
13 H 1.145 0.803 -2.410  C8 1.091
14 H 0.360 -0.696 -2.136  C8 1.093

Mulliken atomic charge list, values in e, 4 entries:
1 N -0.43
2 H 0.39
3 H 0.32
4 H 0.37

=====

Model 2:
Here is 2 unconnected molecules or ions with the total composition C2H10NO from OMol25. Energies are from the ωB97M-V functional and the def2-TZVPD basis.

As for the total charge: +1. Its gap between HOMO and LUMO is 0.4983 Ha.

Each atom is followed by the atoms it is bonded to, with distances in Å.
Positions of all 14 atoms, in Å:
1 C 1.644 1.415 -0.040  C2 1.582, H4 1.046, H5 1.082, H6 1.147
2 C 0.138 1.093 -0.404  C1 1.582, N3 1.632, H7 1.161, H8 1.068
3 N -0.034 -0.354 0.329  C2 1.632, H9 1.098, H10 1.079, H11 1.053
4 H 2.037 2.271 -0.496  C1 1.046
5 H 1.924 1.536 0.997  C1 1.082
6 H 2.262 0.485 -0.305  C1 1.147
7 H -0.806 1.636 -0.001  C2 1.161
8 H 0.075 0.888 -1.450  C2 1.068
9 H 0.892 -0.942 0.388  N3 1.098
10 H -0.771 -1.041 -0.058  N3 1.079
11 H -0.239 -0.395 1.361  N3 1.053
12 H -2.973 -2.091 0.335  O14 0.934
13 H -2.027 -2.586 -0.654  O14 0.939
14 O -2.120 -1.915 -0.003  H12 0.934, H13 0.939

Mulliken atomic charge list, values in e, 4 entries:
1 C -1.11
2 C -0.10
3 N -0.49
4 H 0.35

=====

Model 3:
Here is 2 unconnected molecules or ions with the total composition C2H10NO from OMol25. Energies are from the ωB97M-V functional and the def2-TZVPD basis.

As for the total charge: +1. Its gap between HOMO and LUMO is 0.4653 Ha.

Each atom is followed by the atoms it is bonded to, with distances in Å.
Positions of all 14 atoms, in Å:
1 O -0.229 1.102 -2.828  H2 0.960, H4 0.962
2 H -0.760 0.840 -3.584  O1 0.960
3 H -0.271 -0.227 -0.832  N7 1.013
4 H -0.585 1.953 -2.555  O1 0.962
5 C -0.456 -0.780 1.831  C6 1.508, H8 1.094, H9 1.090, H10 1.083
6 C 0.718 -0.539 0.916  C5 1.508, N7 1.516, H11 1.089, H12 1.090
7 N 0.354 0.336 -0.267  H3 1.013, C6 1.516, H13 1.015, H14 1.018
8 H -1.429 -0.294 1.720  C5 1.094
9 H -0.801 -1.804 1.692  C5 1.090
10 H -0.151 -0.731 2.870  C5 1.083
11 H 1.647 -0.165 1.344  C6 1.089
12 H 1.094 -1.476 0.505  C6 1.090
13 H -0.234 1.101 0.050  N7 1.015
14 H 1.104 0.682 -0.862  N7 1.018

Mulliken atomic charge list, values in e, 4 entries:
1 O -0.64
2 H 0.33
3 H 0.38
4 H 0.34

=====

Model 4:
Here is 2 unconnected molecules or ions with the total composition C2H10NO from OMol25. Energies are from the ωB97M-V functional and the def2-TZVPD basis.

As for the total charge: +1. Its gap between HOMO and LUMO is 0.4903 Ha.

Each atom is followed by the atoms it is bonded to, with distances in Å.
Positions of all 14 atoms, in Å:
1 C -1.512 0.156 0.728  N2 1.505, H4 1.090, H5 1.086, H6 1.076
2 N -0.407 -0.196 -0.233  C1 1.505, C3 1.497, H7 1.047, H8 1.024
3 C -0.017 0.809 -1.272  N2 1.497, H9 1.086, H10 1.085, H11 1.074
4 H -2.456 -0.105 0.251  C1 1.090
5 H -1.450 1.214 0.961  C1 1.086
6 H -1.382 -0.459 1.602  C1 1.076
7 H 0.437 -0.538 0.283  N2 1.047
8 H -0.735 -1.049 -0.695  N2 1.024
9 H -0.880 1.435 -1.475  C3 1.086
10 H 0.799 1.406 -0.877  C3 1.085
11 H 0.291 0.306 -2.169  C3 1.074
12 H 2.403 -1.777 0.937  O14 0.967
13 H 2.826 -0.328 1.135  O14 0.973
14 O 2.082 -0.873 0.824  H12 0.967, H13 0.973

Mulliken atomic charge list, values in e, 4 entries:
1 C -0.83
2 N -0.09
3 C -0.85
4 H 0.35

=====

Stability ranking, top and bottom: model 4 is the most stable and model 2 is the least stable.